Entry 1:
# C22H80O29

A cluster of 27 separate species, C22H80O29 in total in a non-equilibrium geometry (ωB97M-V/def2-TZVPD, the OMol25 dataset).

E_LUMO: -1.63 eV
HOMO: -0.3204 Eh
HOMO-LUMO gap: 7.09 eV

ORCA input file:
```
! wB97M-V def2-TZVPD RIJCOSX def2/J DEFGRID3
* xyz 0 1
C -2.76 3.01 2.11
C -2.48 2.98 0.81
C -1.26 2.22 0.44
C -0.16 2.81 -0.02
C 1.06 2.06 -0.30
O 2.08 2.64 -0.61
C 1.03 0.58 -0.14
C 2.22 -0.07 -0.46
C 2.28 -1.44 -0.26
C 1.17 -2.15 0.23
C 1.43 -3.63 0.48
C 2.22 -3.73 1.83
C 1.49 -4.48 2.96
C 0.76 -3.55 3.96
C -0.77 -3.76 4.05
C -0.06 -1.51 0.49
C -1.27 -2.30 0.95
C -2.30 -2.48 -0.21
C -3.77 -2.21 0.19
C -4.55 -1.62 -0.99
O -5.19 -0.38 -0.71
C -6.12 -0.46 0.35
C -0.11 -0.11 0.31
C -1.31 0.72 0.63
O -2.33 0.26 1.08
H -2.03 2.74 2.86
H -3.74 3.30 2.47
H -3.06 3.52 0.07
H -0.16 3.88 -0.16
H 3.09 0.44 -0.83
H 3.21 -1.96 -0.46
H 0.53 -4.22 0.53
H 2.08 -3.97 -0.32
H 2.40 -2.73 2.20
H 3.20 -4.15 1.64
H 0.81 -5.23 2.56
H 2.26 -4.99 3.54
H 1.17 -3.72 4.95
H 0.97 -2.50 3.71
H -1.05 -4.67 3.53
H -1.09 -3.88 5.09
H -1.33 -2.93 3.65
H -1.71 -1.81 1.81
H -0.96 -3.28 1.27
H -2.27 -3.50 -0.56
H -1.98 -1.83 -1.02
H -4.19 -3.18 0.44
H -3.83 -1.61 1.08
H -3.86 -1.42 -1.80
H -5.27 -2.33 -1.39
H -7.04 0.07 0.13
H -6.37 -1.48 0.64
H -5.67 0.02 1.22
O 1.10 -1.34 -3.82
H 1.44 -0.44 -3.95
H 1.21 -1.48 -2.87
O 1.84 3.01 2.82
H 1.67 2.87 1.88
H 2.78 3.22 2.86
O -5.18 -3.40 -3.64
H -5.37 -2.57 -4.08
H -5.53 -4.07 -4.23
O 2.46 1.13 5.37
H 1.81 1.50 5.98
H 2.15 1.41 4.50
O -6.16 -4.86 -6.24
H -5.97 -4.18 -6.88
H -6.96 -5.29 -6.57
O -5.91 2.46 0.80
H -5.05 2.05 0.92
H -5.79 3.38 1.09
O -0.88 -5.50 -1.79
H -0.68 -4.83 -2.45
H -1.64 -5.96 -2.15
O 2.83 -1.57 6.75
H 2.71 -0.71 6.33
H 2.49 -2.20 6.10
O -1.57 -6.01 -4.57
H -1.77 -5.21 -5.07
H -1.87 -6.73 -5.13
O 5.39 0.28 0.55
H 4.95 1.14 0.52
H 6.28 0.46 0.22
O 2.31 6.01 2.45
H 1.69 5.40 2.86
H 2.65 5.51 1.69
O -2.07 0.10 -2.92
H -1.77 0.08 -2.00
H -2.99 0.40 -2.84
O 7.43 2.04 -0.70
H 7.00 2.90 -0.74
H 8.33 2.21 -1.02
O 5.60 -2.38 1.91
H 5.37 -1.57 1.44
H 5.30 -3.09 1.33
O -7.65 -1.94 2.50
H -7.33 -1.88 3.40
H -8.57 -1.65 2.55
O -2.40 -1.36 4.53
H -2.32 -0.57 3.99
H -3.10 -1.15 5.15
O -2.77 -5.15 1.40
H -3.33 -5.77 1.88
H -2.43 -5.66 0.65
O -2.24 3.98 -2.30
H -1.77 4.51 -2.96
H -1.57 3.56 -1.76
O 10.03 1.41 0.20
H 9.44 0.80 0.66
H 10.40 0.88 -0.52
O -1.06 6.58 -3.88
H -0.35 7.07 -3.44
H -1.66 7.27 -4.19
O 0.13 8.85 -5.01
H -0.09 8.71 -5.94
H 1.06 9.10 -5.03
O 10.91 0.03 -2.78
H 10.73 0.84 -3.26
H 10.61 -0.67 -3.37
O 7.96 -2.95 -0.06
H 7.28 -2.62 0.55
H 7.61 -2.75 -0.94
O -3.70 7.58 -3.53
H -3.50 8.28 -2.91
H -3.89 6.81 -2.98
O 6.93 3.93 -2.72
H 7.15 4.62 -3.36
H 6.16 3.49 -3.10
O -3.72 9.79 -1.07
H -3.39 9.76 -0.16
H -4.64 10.08 -0.98
*
```

Löwdin atomic charge list, values in e, 5 entries: number 1, C, carries 0.044; number 2, C, carries -0.106; number 3, C, carries -0.122; number 4, C, carries 0.035; number 5, C, carries -0.366



Entry 2:
# C22H8Cl5F9N3O6STi

A structure of composition C22H8Cl5F9N3O6STi in a non-equilibrium geometry (ωB97M-V/def2-TZVPD, the OMol25 dataset).

E_LUMO: 1.01 eV
HOMO: -0.1538 Eh
HOMO-LUMO gap: 5.19 eV

ORCA input file:
```
! wB97M-V def2-TZVPD RIJCOSX def2/J DEFGRID3
* xyz -1 1
Ti 1.68 0.73 0.22
O -0.86 3.77 0.61
C -0.44 2.65 0.42
O 0.68 2.28 -0.23
C -1.05 1.45 1.06
C -2.37 1.19 1.45
C -2.69 -0.12 1.91
C -1.70 -1.11 1.96
C -0.46 -0.80 1.48
N -0.20 0.41 1.00
C 0.67 -1.69 1.41
O 0.80 -2.78 1.92
O 1.64 -1.10 0.69
H -3.25 1.84 1.40
H -3.70 -0.45 1.98
H -1.99 -2.13 2.25
Cl 2.98 -2.03 -6.58
C 2.89 -1.14 -5.08
C 1.74 -1.17 -4.34
Cl 0.33 -1.90 -5.02
C 1.70 -0.58 -3.09
Cl 0.23 -0.51 -2.23
C 2.82 0.03 -2.48
O 2.74 0.61 -1.31
C 4.00 0.08 -3.26
Cl 5.46 0.79 -2.67
C 4.03 -0.42 -4.57
Cl 5.37 -0.18 -5.59
C -6.20 -2.82 0.20
C -5.45 -2.08 -0.93
C -5.26 -2.64 -2.22
C -4.53 -1.85 -3.13
N -4.05 -0.66 -2.86
C -4.26 -0.21 -1.58
S -3.86 1.40 -1.23
N -4.90 -0.91 -0.60
H -7.09 -2.16 0.34
H -5.61 -2.91 1.07
H -6.67 -3.79 -0.11
H -5.82 -3.58 -2.45
H -4.32 -2.25 -4.12
F 1.39 3.17 3.20
C 2.03 2.18 3.81
F 1.15 1.17 4.05
F 2.47 2.59 5.00
C 3.18 1.71 2.85
O 2.65 1.12 1.71
C 4.06 2.95 2.36
F 5.26 2.73 1.92
F 3.29 3.63 1.46
F 4.21 3.74 3.41
C 4.11 0.69 3.49
F 4.90 0.07 2.59
F 4.91 1.28 4.33
F 3.34 -0.27 4.14
*
```

Löwdin atomic charge list, values in e, 5 entries: number 1, Ti, carries 1.188; number 2, O, carries 0.131; number 3, C, carries -0.481; number 4, O, carries -0.133; number 5, C, carries -0.143



Entry 3:
# C23H10ClF5N2O2OsS

A structure of composition C23H10ClF5N2O2OsS in a non-equilibrium geometry (ωB97M-V/def2-TZVPD, the OMol25 dataset).

E_LUMO (alpha / beta): -4.28 / -6.77 eV
HOMO (alpha / beta): -0.3522 / -0.4142 Eh
HOMO-LUMO gap (alpha / beta): 5.30 / 4.50 eV

ORCA input file:
```
! wB97M-V def2-TZVPD RIJCOSX def2/J DEFGRID3
* xyz 1 6
Os -0.34 -0.14 -0.40
Cl -6.48 -3.97 0.91
C -4.93 -3.32 0.30
C -4.89 -3.02 -1.18
C -3.82 -2.26 -1.67
C -2.65 -2.02 -0.83
O -1.64 -1.34 -1.31
C -2.64 -2.32 0.51
C -1.71 -2.14 1.42
N -0.48 -1.46 1.20
C 0.29 -1.04 2.25
C 0.26 -1.57 3.62
C 0.92 -0.82 4.49
C 1.94 0.15 4.23
C 2.13 0.40 2.90
C 3.29 1.12 2.52
C 3.56 1.21 1.22
C 2.65 0.62 0.23
N 1.58 -0.03 0.60
C 1.34 -0.24 1.93
C -3.79 -3.00 1.04
H -5.69 -3.14 -1.92
H -3.82 -2.04 -2.72
H -1.96 -2.69 2.38
H -0.43 -2.43 3.75
H 0.96 -1.14 5.53
H 2.46 0.41 5.17
H 3.79 1.72 3.32
H 4.43 1.73 0.78
H 2.77 0.92 -0.81
H -3.90 -3.17 2.10
F 3.02 4.41 -4.95
C 2.29 3.56 -4.35
C 1.97 2.33 -4.86
F 2.27 2.09 -6.14
C 1.39 1.32 -4.09
F 1.20 0.12 -4.61
C 0.99 1.63 -2.74
O 0.30 0.70 -2.12
C 1.26 2.95 -2.28
F 0.89 3.29 -1.02
C 1.88 3.93 -3.05
F 2.05 5.16 -2.53
S -2.01 2.10 0.61
C -0.67 1.46 0.59
*
```

Löwdin atomic charge list, values in e, 5 entries: number 1, Os, carries 1.619; number 2, Cl, carries 0.657; number 3, C, carries -0.562; number 4, C, carries -0.049; number 5, C, carries 0.027